Below is a cluster of 2 separate species, C14H16 in total at a distorted geometry, with properties calculated with ωB97M-V with the def2-TZVPD basis set.

Values from the calculation:
E_HOMO   -8.977 eV
SMILES string   Cc1ccccc1.Cc1ccccc1
M   184.28 g/mol
E_LUMO   0.82 eV
Orbital gap   9.8 eV
ΔE to the lowest compared entry with this formula, charge and spin   62.9 kcal/mol

XYZ file:
```
30
C14H16 ωB97M-V with the def2-TZVPD basis set
C -0.392 -3.987 -0.787
C -0.042 -3.078 0.342
C 0.816 -1.934 0.133
C 1.255 -1.238 1.299
C 0.930 -1.601 2.637
C 0.225 -2.782 2.754
C -0.119 -3.465 1.639
H -1.362 -4.501 -0.673
H 0.506 -4.632 -1.077
H -0.448 -3.285 -1.593
H 1.055 -1.574 -0.796
H 1.727 -0.334 1.267
H 1.098 -1.164 3.594
H 0.018 -3.241 3.773
H -0.564 -4.518 1.684
C 1.564 2.713 -2.465
C 0.321 2.815 -1.750
C -0.794 2.019 -2.028
C -1.899 1.960 -1.187
C -1.877 2.446 0.094
C -0.655 3.082 0.507
C 0.263 3.384 -0.457
H 2.144 1.826 -2.331
H 2.162 3.713 -2.280
H 1.498 3.125 -3.628
H -0.744 1.448 -2.957
H -2.770 1.360 -1.500
H -2.621 2.292 0.801
H -0.489 3.494 1.468
H 1.213 3.995 -0.131
```